A single BrH2O2PS molecule at a distorted geometry. Source: the OMol25 dataset; level of theory: ωB97M-V/def2-TZVPD.

Calculated total energy = -3465.300347 hartree
Strongest force on any atom = 0.0953 Eh/bohr
HOMO level = -9.0058 eV
SMILES = OP(O)(=S)Br

Last column: Löwdin charge in e.
Geometry (Å):
O  -0.079  0.124  0.801  -0.286
P  1.057  0.654  -0.149  -0.133
O  0.410  0.370  -1.504  -0.232
S  1.596  2.723  0.211  0.051
Br  2.559  -0.997  -0.015  0.369
H  0.411  -0.083  1.703  0.134
H  0.550  0.846  -2.315  0.096